{
  "formula": "C5H10N3O",
  "method": "ωB97M-V with the def2-TZVPD basis set",
  "elements": ["C", "C", "C", "N", "C", "C", "O", "N", "N", "H", "H", "H", "H", "H", "H", "H", "H", "H", "H"],
  "coordinates": [[2.100, 1.797, 0.100], [1.127, 0.670, 0.039], [1.204, -0.707, -0.028], [-0.041, -1.264, -0.098], [-0.445, -2.591, 0.139], [-1.096, 0.094, 0.299], [-2.371, 0.037, 0.351], [-3.109, 1.148, -0.359], [-0.198, 1.037, 0.243], [2.037, 2.256, 0.991], [3.159, 1.397, 0.170], [1.797, 2.405, -0.643], [1.966, -1.444, -0.112], [-0.338, -3.140, -0.678], [0.000, -2.948, 0.970], [-1.472, -2.475, 0.273], [-3.519, 0.904, -1.263], [-3.802, 1.197, 0.372], [-0.455, 1.993, 0.473]],
  "homo_energy_ev": -12.61,
  "e_above_lowest_kcal_mol": 111.6,
  "lumo_ev": -4.01,
  "charge": 1,
  "smiles": "Cc1cn(C)c(ON)[nH+]1"
}